The following is a DFT calculation (ωB97M-V/def2-TZVPD) of a molecular structure, C55H47FINOP2SiSr at a distorted geometry.

Calculated values
- Frontier orbital gap: 7.45 eV

The geometry in ORCA input format:
```
! wB97M-V def2-TZVPD RIJCOSX def2/J DEFGRID3
* xyz 0 1
Sr -1.5164 -0.3619 0.0969
O 3.5849 2.5712 -0.5936
C 4.7260 1.8580 -0.9069
C 5.8016 2.4355 -1.5727
C 6.9502 1.6950 -1.7913
C 7.0280 0.3839 -1.3494
C 5.9183 -0.2168 -0.7815
C 4.7371 0.4941 -0.5887
P 3.1432 -0.2924 -0.0409
C 3.4077 -1.9238 -0.8563
C 3.1901 -3.1439 -0.2244
C 3.3832 -4.3361 -0.9107
C 3.7761 -4.3227 -2.2385
C 3.9504 -3.1107 -2.8928
C 3.7539 -1.9220 -2.2107
C 3.6317 -0.5687 1.7133
C 4.5464 -1.5214 2.1575
C 4.8780 -1.5940 3.5017
C 4.3222 -0.7047 4.4112
C 3.4282 0.2603 3.9742
C 3.0815 0.3225 2.6327
C 3.6434 3.7697 0.0917
C 4.8058 4.4411 0.4473
C 4.7187 5.6809 1.0649
C 3.4876 6.2461 1.3412
C 2.3286 5.5374 1.0603
C 2.3868 4.2910 0.4502
P 0.9487 3.1604 0.1965
C 0.5104 3.5890 -1.5362
C 0.4857 4.8907 -2.0309
C 0.1140 5.1358 -3.3442
C -0.1952 4.0800 -4.1915
C -0.1203 2.7768 -3.7238
C 0.2285 2.5359 -2.4031
C -0.1910 4.1435 1.2614
C -1.0864 5.1272 0.8611
C -1.8429 5.8108 1.8024
C -1.7292 5.5111 3.1517
C -0.8425 4.5280 3.5611
C -0.0741 3.8599 2.6216
H 5.7332 3.4534 -1.9306
H 7.7865 2.1463 -2.3087
H 7.9430 -0.1799 -1.4757
H 5.9673 -1.2598 -0.4985
H 2.8832 -3.1592 0.8138
H 3.2337 -5.2818 -0.4044
H 3.9431 -5.2526 -2.7662
H 4.2407 -3.0944 -3.9355
H 3.8979 -0.9798 -2.7258
H 5.0009 -2.2112 1.4592
H 5.5781 -2.3485 3.8377
H 4.5908 -0.7660 5.4579
H 2.9980 0.9605 4.6795
H 2.3813 1.0698 2.2766
H 5.7773 4.0059 0.2764
H 5.6287 6.2037 1.3289
H 3.4262 7.2230 1.8024
H 1.3696 5.9538 1.3380
H 0.7626 5.7165 -1.3877
H 0.0698 6.1536 -3.7107
H -0.4831 4.2751 -5.2163
H -0.3294 1.9520 -4.3938
H 0.2972 1.5175 -2.0305
H -1.2050 5.3607 -0.1873
H -2.5270 6.5838 1.4751
H -2.3300 6.0399 3.8807
H -0.7555 4.2736 4.6103
H 0.6321 3.1054 2.9503
I -1.0726 0.2348 3.3031
C -2.8340 1.4560 3.0756
C -3.5482 1.5931 4.2326
C -4.6929 2.4102 4.2602
C -5.0619 3.0826 3.1321
C -4.3250 2.9493 1.9328
C -4.7169 3.6733 0.7846
C -4.0244 3.5432 -0.3823
C -2.9385 2.6486 -0.4639
C -2.4898 1.9049 0.6124
C -3.1803 2.0892 1.8504
H -3.2345 1.0841 5.1338
H -5.2652 2.4926 5.1747
H -5.9355 3.7244 3.1305
H -5.5714 4.3361 0.8625
H -4.3216 4.1100 -1.2588
H -2.4453 2.5621 -1.4319
C -5.4102 -2.7257 -1.7974
Si -4.5612 -1.8644 -0.3378
C -4.9082 -0.0312 -0.6080
C -5.4315 -2.3622 1.2699
N -2.8677 -2.0834 -0.2413
C -2.2627 -3.2752 0.0080
C -2.9046 -4.5376 -0.0144
C -2.2510 -5.7153 0.2841
C -0.8993 -5.7224 0.6058
C -0.2237 -4.5147 0.6270
C -0.9006 -3.3547 0.3394
F -0.1716 -2.1535 0.4384
H -6.4616 -2.4410 -1.8651
H -5.3646 -3.8129 -1.7207
H -4.9276 -2.4455 -2.7364
H -5.9543 0.0987 -0.8922
H -4.3049 0.3916 -1.4144
H -4.7475 0.5610 0.2926
H -6.4945 -2.1158 1.2318
H -5.0010 -1.8485 2.1326
H -5.3429 -3.4348 1.4539
H -3.9570 -4.5568 -0.2583
H -2.8026 -6.6472 0.2713
H -0.3854 -6.6416 0.8477
H 0.8276 -4.4601 0.8710
*
```

The following is a DFT calculation (ωB97M-V/def2-TZVPD) of a molecular structure, C55H47N8OOsP2S4Se2 at a distorted geometry.

Calculated values
- Relative energy (zero: lowest compared OMol25 entry of this formula, charge and spin): 0.0 kcal per mole
- <S²>: 6.0332
- Frontier orbital gap (spin up / spin down): 7.21 / 5.06 eV

The geometry in ORCA input format:
```
! wB97M-V def2-TZVPD RIJCOSX def2/J DEFGRID3
* xyz 1 5
Os 0.0232 1.4752 1.1624
C 1.8973 3.4934 2.7439
N 0.6143 2.8296 2.6257
C -0.2182 2.8871 3.6245
C -1.3299 2.0251 3.6082
C -2.3844 1.7466 4.4902
C -3.0864 0.6864 3.9352
C -2.4491 0.3558 2.7389
N -1.3914 1.1529 2.5335
C 2.9476 2.4593 3.0967
C 3.7531 1.9144 2.1056
C 4.6706 0.9264 2.4222
C 4.8013 0.4865 3.7296
C 4.0087 1.0341 4.7257
C 3.0816 2.0125 4.4077
H 1.8557 4.2586 3.5283
H 2.1448 3.9607 1.7882
H -0.0439 3.5450 4.4724
H -2.6006 2.2639 5.4038
H -3.9552 0.2045 4.3371
H -2.7261 -0.4198 2.0434
H 3.6674 2.2663 1.0879
H 5.2875 0.4957 1.6455
H 5.5252 -0.2783 3.9704
H 4.1150 0.7009 5.7469
H 2.4713 2.4437 5.1886
Se -0.1306 -5.3981 -0.8283
P -1.0958 -3.7133 -1.6790
C -0.5011 -3.3773 -3.3616
C 0.6896 -2.6811 -3.5378
C 1.1745 -2.4612 -4.8135
C 0.4839 -2.9530 -5.9100
C -0.6797 -3.6834 -5.7308
C -1.1757 -3.8992 -4.4571
C -2.9072 -3.8775 -1.7672
C -3.5168 -5.0200 -1.2670
C -4.8894 -5.1613 -1.3639
C -5.6487 -4.1624 -1.9488
C -5.0391 -3.0137 -2.4299
C -3.6676 -2.8646 -2.3457
C -0.8583 -2.1117 -0.8896
C -0.3602 -1.5071 0.2702
N -0.5864 -0.1803 0.0975
N -1.1848 -0.0035 -1.0565
N -1.3540 -1.1314 -1.6612
P 0.3753 -2.1125 1.7979
Se 1.3896 -0.5818 2.8912
C 1.5589 -3.3678 1.2726
C 1.7223 -4.5519 1.9761
C 2.6654 -5.4639 1.5381
C 3.4157 -5.1989 0.4034
C 3.2672 -4.0028 -0.2813
C 2.3467 -3.0765 0.1649
C -0.9462 -2.9435 2.7283
C -0.7739 -3.0779 4.1018
C -1.7044 -3.7784 4.8465
C -2.8110 -4.3302 4.2192
C -2.9931 -4.1767 2.8538
C -2.0595 -3.4891 2.1014
H 1.2357 -2.3151 -2.6787
H 2.0988 -1.9198 -4.9559
H 0.8621 -2.7743 -6.9053
H -1.1944 -4.0980 -6.5839
H -2.0829 -4.4684 -4.3134
H -2.9153 -5.7932 -0.8073
H -5.3627 -6.0535 -0.9869
H -6.7185 -4.2755 -2.0272
H -5.6376 -2.2349 -2.8771
H -3.1781 -1.9741 -2.7133
H 1.1101 -4.7599 2.8413
H 2.8085 -6.3862 2.0792
H 4.1285 -5.9263 0.0504
H 3.8599 -3.7977 -1.1610
H 2.2279 -2.1253 -0.3375
H 0.0925 -2.6304 4.5723
H -1.5655 -3.8975 5.9113
H -3.5377 -4.8799 4.7956
H -3.8609 -4.5958 2.3677
H -2.2008 -3.3856 1.0326
O 1.4003 1.8770 -0.1403
C 1.8188 2.4658 -1.3143
C 3.0078 1.7013 -1.8539
C 3.5594 0.5835 -1.3078
C 4.6228 0.0691 -2.0825
C 4.8526 0.8002 -3.2017
S 3.7749 2.1323 -3.3446
C 2.1419 3.9201 -1.0334
C 1.3294 4.7618 -0.3292
C 1.8376 6.0739 -0.2456
C 3.0374 6.2021 -0.8672
S 3.5698 4.7304 -1.5749
C 0.7008 2.3830 -2.3407
C 0.3206 1.2717 -3.0313
C -0.7772 1.5035 -3.8869
C -1.2127 2.7881 -3.8301
S -0.2917 3.7413 -2.7352
H 3.2203 0.1590 -0.3784
H 5.1846 -0.8083 -1.8184
H 5.5964 0.6486 -3.9595
H 0.3926 4.4486 0.0962
H 1.3326 6.8823 0.2512
H 3.6502 7.0782 -0.9562
H 0.8193 0.3249 -2.9290
H -1.2121 0.7529 -4.5216
H -2.0084 3.2494 -4.3823
C -1.6810 6.9880 -1.0291
C -2.1389 6.3598 0.2937
C -2.3796 4.9132 0.0985
N -1.6369 3.9792 0.5623
N -1.9353 2.7494 0.1258
C -2.9399 2.7210 -0.7065
N -3.4200 1.6181 -1.2913
S -3.6402 4.3096 -0.9687
H -1.3365 8.0038 -0.8559
H -2.5054 7.0200 -1.7386
H -0.8637 6.4186 -1.4694
H -3.0504 6.8526 0.6390
H -1.3704 6.4631 1.0612
H -2.7455 0.8538 -1.3576
H -4.0787 1.7262 -2.0452
*
```

Number 1: electronic energy -99446.0904 eV. Number 2: electronic energy -266839.0553 eV.